*a*
Computed, not measured: the molecule C6H14O, with wB97M-V/def2-TZVPD.

Positions of all 21 atoms, in Å:
C 2.09 -0.01 0.93
O 2.92 0.12 -0.21
C 0.83 0.87 1.00
C -0.01 0.79 -0.25
C -0.74 -0.54 -0.47
C -1.42 -0.55 -1.83
C -1.85 -0.65 0.59
H 1.69 -1.02 0.98
H 2.67 0.23 1.82
H 3.46 0.90 -0.06
H 0.38 0.53 1.93
H 1.14 1.89 1.27
H 0.71 0.96 -1.06
H -0.74 1.59 -0.39
H -0.05 -1.37 -0.35
H -1.84 0.44 -2.00
H -0.70 -0.69 -2.64
H -2.08 -1.40 -1.98
H -1.64 -0.08 1.50
H -2.83 -0.32 0.29
H -1.98 -1.67 0.94

Calculated values
Highest occupied orbital energy in eV: -10.2
SMILES string: CC(C)CCCO
Lowest unoccupied orbital energy in eV: 1.0
HOMO-LUMO gap in eV: 11.117

*b*
Computed, not measured: a cluster of 2 separate species, C6H14O in total, with wB97M-V/def2-TZVPD.

Positions of all 21 atoms, in Å:
C 1.36 1.55 1.21
C 0.27 1.83 0.17
C -0.28 0.56 -0.49
C 0.43 -0.31 -1.20
C -0.06 -1.63 -1.70
C -1.75 0.27 -0.26
H 1.25 2.26 2.01
H 1.21 0.59 1.72
H 2.32 1.46 0.73
H 0.67 2.39 -0.67
H -0.57 2.37 0.58
H 1.48 -0.13 -1.42
H -0.58 -1.59 -2.66
H -0.81 -2.07 -1.03
H 0.72 -2.37 -1.79
H -1.86 -0.66 0.30
H -2.24 1.05 0.32
H -2.29 0.16 -1.18
H 0.30 -2.67 1.58
H 0.57 -1.24 2.03
O -0.14 -1.84 1.75

Calculated values
Highest occupied orbital energy in eV: -8.6
SMILES string: C/C=C(\C)CC.O
Lowest unoccupied orbital energy in eV: 0.8
HOMO-LUMO gap in eV: 9.438

In order of decreasing stability: *a*, *b*.

*a*
Computed, not measured: the molecule C6H14O, with wB97M-V/def2-TZVPD.

Positions of all 21 atoms, in Å:
C 1.08 -2.20 1.41
C 2.09 -1.15 0.42
C 1.26 -0.49 -0.70
C 0.67 0.92 -0.57
C -0.85 0.82 -0.59
O -1.41 2.10 -0.44
C -2.81 2.05 -0.40
H 1.78 -2.84 1.95
H 0.35 -2.91 0.92
H 0.47 -1.65 2.16
H 2.47 -0.44 1.14
H 2.85 -1.81 0.00
H 1.40 -0.86 -1.72
H 0.65 -1.23 -0.13
H 0.96 1.63 -1.37
H 0.97 1.40 0.37
H -1.18 0.36 -1.53
H -1.17 0.15 0.23
H -3.23 1.63 -1.32
H -3.17 3.08 -0.28
H -3.17 1.45 0.45

Calculated values
Highest occupied orbital energy in eV: -9.2
SMILES string: CCCCCOC
Lowest unoccupied orbital energy in eV: 1.1
HOMO-LUMO gap in eV: 10.331

*b*
Computed, not measured: the molecule C6H14O, with wB97M-V/def2-TZVPD.

Positions of all 21 atoms, in Å:
C 1.79 0.97 0.77
C 0.32 1.08 0.35
C -0.43 2.03 1.29
C -0.37 -0.29 0.31
C -0.14 -1.09 -0.97
C -0.97 -2.37 -0.98
O -0.53 -0.24 -2.05
H 2.26 1.96 0.80
H 2.37 0.34 0.08
H 1.88 0.53 1.78
H 0.28 1.49 -0.66
H 0.03 3.02 1.31
H -0.45 1.64 2.31
H -1.47 2.15 0.96
H -1.46 -0.15 0.41
H -0.05 -0.90 1.17
H 0.93 -1.34 -1.06
H -2.03 -2.12 -0.92
H -0.71 -3.01 -0.13
H -0.79 -2.95 -1.89
H -0.43 -0.75 -2.87

Calculated values
Highest occupied orbital energy in eV: -10.2
SMILES string: CC(C)C[C@@H](C)O
Lowest unoccupied orbital energy in eV: 1.0
HOMO-LUMO gap in eV: 11.201

In order of decreasing stability: *b*, *a*.

*a*
Computed, not measured: a cluster of 2 separate species, C6H14O in total, with wB97M-V/def2-TZVPD.

Positions of all 21 atoms, in Å:
C -2.21 0.37 2.34
C -0.92 0.80 1.63
C -0.81 0.31 0.13
C -0.55 -1.19 0.03
C 1.70 -1.73 -0.99
C 0.89 -1.63 0.06
H -3.07 0.98 2.11
H -1.95 0.34 3.43
H -2.58 -0.57 2.12
H -0.80 1.93 1.86
H -0.09 0.16 2.14
H -0.08 0.92 -0.34
H -1.72 0.78 -0.31
H -1.13 -1.57 -0.85
H -1.13 -1.81 0.76
H 1.46 -1.57 -1.96
H 2.68 -2.11 -0.89
H 1.15 -2.09 1.02
H 3.78 2.59 -3.76
H 2.28 2.73 -4.07
O 3.12 2.38 -4.48

Calculated values
Highest occupied orbital energy in eV: -9.7
SMILES string: C=CCCCC.O
Lowest unoccupied orbital energy in eV: 0.7
HOMO-LUMO gap in eV: 10.459

*b*
Computed, not measured: a structure of composition C6H14O, with wB97M-V/def2-TZVPD.

Positions of all 21 atoms, in Å:
C 2.42 -1.45 -0.70
O 1.17 -1.08 -0.50
C 0.77 -0.03 0.13
C -0.70 0.23 0.24
C -0.90 1.73 0.47
C -1.42 -0.20 -1.04
C -1.28 -0.55 1.45
H 2.54 0.45 -1.59
H 2.51 -2.39 -1.23
H 3.17 -1.11 0.01
H 2.02 0.98 -1.36
H 1.48 0.44 0.82
H -0.36 2.07 1.36
H -1.97 1.96 0.61
H -0.54 2.31 -0.39
H -1.30 -1.28 -1.22
H -1.03 0.33 -1.91
H -2.50 0.01 -0.95
H -1.13 -1.63 1.32
H -2.35 -0.35 1.56
H -0.78 -0.25 2.38

Calculated values
Highest occupied orbital energy (spin up / spin down) in eV: -7.2 / -7.4
Lowest unoccupied orbital energy (spin up / spin down) in eV: 0.8 / 0.8
HOMO-LUMO gap (spin up / spin down) in eV: 7.976 / 8.168

*c*
Computed, not measured: a cluster of 2 separate species, C6H14O in total, with wB97M-V/def2-TZVPD.

Positions of all 21 atoms, in Å:
C 2.05 -0.07 -0.69
C 1.08 -0.60 0.37
C 1.33 -2.08 0.59
C -0.35 -0.35 -0.02
C -1.15 0.58 0.50
C -2.58 0.80 0.11
O -0.68 1.35 1.53
H 3.09 -0.26 -0.39
H 1.91 1.00 -0.83
H 1.87 -0.58 -1.64
H 1.30 -0.08 1.31
H 2.37 -2.26 0.87
H 1.12 -2.63 -0.34
H 0.66 -2.46 1.36
H -0.80 -0.99 -0.76
H -0.46 1.68 -1.65
H -0.59 2.31 -2.02
H -3.24 0.51 0.93
H -2.85 0.22 -0.78
H -2.78 1.86 -0.12
H -1.32 2.05 1.68

Calculated values
Highest occupied orbital energy in eV: -8.5
SMILES string: C/C(O)=C/C(C)C.[H][H]
Lowest unoccupied orbital energy in eV: 0.9
HOMO-LUMO gap in eV: 9.362

In order of decreasing stability: *c*, *a*, *b*.

*a*
Computed, not measured: a cluster of 2 separate species, C6H14O in total, with wB97M-V/def2-TZVPD.

Positions of all 21 atoms, in Å:
C -3.74 0.05 0.64
C -2.39 -0.60 0.63
C -1.24 0.06 0.46
O -0.04 -0.57 0.55
C 1.06 0.11 -0.04
C 2.31 -0.72 0.23
C 3.57 -0.04 -0.30
H -3.70 1.10 0.32
H -4.45 -0.47 -0.02
H -4.18 0.04 1.65
H -2.34 -1.67 0.80
H -1.36 1.20 -2.03
H -1.21 1.13 0.27
H -0.64 1.26 -2.20
H 1.16 1.12 0.38
H 0.91 0.23 -1.12
H 2.18 -1.70 -0.24
H 2.39 -0.90 1.30
H 3.76 0.92 0.19
H 3.52 0.14 -1.37
H 4.45 -0.68 -0.11

Calculated values
Highest occupied orbital energy in eV: -8.4
SMILES string: C/C=C/OCCC.[H][H]
Lowest unoccupied orbital energy in eV: 1.2
HOMO-LUMO gap in eV: 9.548

*b*
Computed, not measured: the molecule C6H14O, with wB97M-V/def2-TZVPD.

Positions of all 21 atoms, in Å:
C -1.73 -0.49 -1.22
C -1.12 -0.34 0.17
C -2.14 0.24 1.15
C 0.15 0.53 0.15
C 1.43 -0.24 -0.20
C 2.65 0.67 -0.20
O 1.56 -1.25 0.79
H -2.59 -1.16 -1.20
H -1.01 -0.90 -1.95
H -2.07 0.48 -1.60
H -0.82 -1.33 0.54
H -3.05 -0.37 1.18
H -2.44 1.26 0.85
H -1.73 0.30 2.16
H 0.31 0.98 1.14
H 0.03 1.36 -0.57
H 1.32 -0.70 -1.20
H 2.77 1.14 0.79
H 2.56 1.47 -0.95
H 3.56 0.11 -0.41
H 2.36 -1.76 0.58

Calculated values
Highest occupied orbital energy in eV: -10.2
SMILES string: CC(C)C[C@@H](C)O
Lowest unoccupied orbital energy in eV: 1.0
HOMO-LUMO gap in eV: 11.200

*c*
Computed, not measured: a cluster of 2 separate species, C6H14O in total, with wB97M-V/def2-TZVPD.

Positions of all 21 atoms, in Å:
C -0.14 -1.11 2.38
C -1.22 -1.01 1.31
C -1.44 0.41 0.79
C -0.26 0.89 -0.06
C 0.69 1.17 -2.42
C -0.26 0.71 -1.50
H 0.30 -2.06 2.68
H 0.74 -0.61 1.94
H -0.45 -0.49 3.22
H -2.11 -1.57 1.62
H -0.84 -1.61 0.46
H -2.39 0.49 0.27
H -1.41 1.14 1.61
H 0.56 1.41 0.42
H 0.26 -0.17 -0.47
H 1.04 2.16 -2.15
H 0.37 1.24 -3.46
H -1.05 0.13 -1.98
H 3.20 -0.69 -1.80
H 1.92 0.09 -1.72
O 2.49 -0.52 -1.15

Calculated values
Highest occupied orbital energy in eV: -8.4
SMILES string: C=CCCCC.O
Lowest unoccupied orbital energy in eV: 1.0
HOMO-LUMO gap in eV: 9.356

In order of decreasing stability: *b*, *a*, *c*.